(1)
DFT (ωB97M-V/def2-TZVPD) results for one molecule with the formula C5H6S3.

Atoms and positions in Å:
S -3.098 1.803 0.792
C -1.692 1.019 0.795
C -0.746 0.820 1.878
C 0.225 -0.041 1.501
C 0.293 -0.305 0.051
C -0.969 0.472 -0.469
S -1.972 -0.637 -1.351
S -0.412 1.941 -1.298
H -0.977 1.258 2.859
H 0.986 -0.365 2.318
H 1.172 0.273 -0.234
H 0.499 -1.328 -0.199
H -2.897 0.195 -1.739
H -0.560 1.375 -2.456

Summary:
Net charge: 0
LUMO, eV: -0.573
SMILES string: S=C1C=CCC1(S)S
Highest occupied orbital energy, eV: -8.74

=====

(2)
DFT (ωB97M-V/def2-TZVPD) results for one molecule with the formula C5H6S3.

Atoms and positions in Å:
S 1.447 -0.881 0.711
C 0.092 -1.373 -0.270
S -0.440 -3.039 -0.198
C -0.462 -0.615 -1.234
C -0.393 0.844 -1.321
C 0.028 1.575 -0.275
C -0.205 1.609 1.185
S -0.146 3.196 0.324
H 1.757 0.277 -0.098
H -0.169 -3.252 1.155
H -1.210 -1.186 -1.934
H -0.657 1.438 -2.194
H 0.609 1.421 1.834
H -1.106 1.346 1.545

Summary:
Net charge: 0
LUMO, eV: 0.096
SMILES string: SC(S)=C/C=C1\CS1
Highest occupied orbital energy, eV: -7.71

=====

Energies relative to the minimum, hartree: (1) 0.0000; (2) 0.0540